# 1
This record from the Open Molecules 2025 dataset describes C48H35N3O6P2ReS8 as an isolated structure at a distorted geometry. The level of theory is wB97M-V/def2-TZVPD.

Geometry as XYZ:
```
103
C48H35N3O6P2ReS8 wB97M-V/def2-TZVPD
Re 0.6760 -0.4548 1.2417
C -3.5542 -1.6439 -4.6429
C -3.3021 -0.4619 -3.6934
C -4.2205 0.7085 -4.0825
C -3.6225 -0.8789 -2.2632
C -4.8569 -1.4067 -1.8836
C -5.1536 -1.6589 -0.5537
C -4.2278 -1.3677 0.4469
C -2.9824 -0.8643 0.1122
P -1.7136 -0.1211 1.2358
C -2.0631 1.6052 0.8863
C -0.7988 2.3445 0.5837
C -1.0406 3.8268 0.5374
C -2.2628 4.3812 0.7282
C -3.4110 3.5920 0.9750
C -3.2752 2.1965 1.0638
C -2.4860 -0.4978 2.8500
C -2.6904 0.5095 3.7913
C -3.1656 0.2013 5.0561
C -3.4313 -1.1170 5.4008
C -3.2289 -2.1243 4.4703
C -2.7609 -1.8158 3.2015
C -2.7202 -0.6558 -1.2391
O -1.4998 -0.1289 -1.4411
C -1.0138 0.0537 -2.6991
C 0.3540 0.2814 -2.7244
C 0.8831 0.5892 -3.9742
C 0.0860 0.6100 -5.1112
C -1.2569 0.2742 -5.0345
C -1.8433 -0.0286 -3.8086
P 1.4638 -0.2788 -1.2399
C 1.7086 -1.8386 -2.1821
C 2.7528 -2.0688 -3.0710
C 2.8122 -3.2486 -3.7964
C 1.8279 -4.2160 -3.6463
C 0.7813 -3.9909 -2.7651
C 0.7241 -2.8097 -2.0398
C 2.7405 0.9903 -1.6507
C 2.2920 2.3038 -1.7662
C 3.1699 3.3408 -2.0329
C 4.5209 3.0828 -2.2053
C 4.9818 1.7812 -2.0880
C 4.1043 0.7446 -1.8001
H -4.5896 -1.9819 -4.5752
H -2.8997 -2.4804 -4.3959
H -3.3650 -1.3573 -5.6781
H -5.2686 0.4043 -4.0411
H -3.9983 1.0470 -5.0964
H -4.0806 1.5500 -3.4028
H -5.6077 -1.6037 -2.6402
H -6.1214 -2.0625 -0.2847
H -4.4940 -1.5264 1.4831
H -0.4083 2.0472 -0.4066
H -0.1819 4.4440 0.3172
H -2.3696 5.4591 0.6750
H -4.3768 4.0546 1.1294
H -4.1404 1.5938 1.3200
H -2.4292 1.5319 3.5524
H -3.2936 0.9920 5.7850
H -3.7716 -1.3609 6.3994
H -3.4041 -3.1593 4.7357
H -2.5822 -2.6161 2.4939
H 1.9436 0.7853 -4.0713
H 0.5259 0.8521 -6.0709
H -1.8545 0.2446 -5.9384
H 3.5254 -1.3241 -3.2023
H 3.6372 -3.4135 -4.4796
H 1.8798 -5.1412 -4.2079
H 0.0089 -4.7379 -2.6286
H -0.1005 -2.6409 -1.3575
H 1.2440 2.5348 -1.6233
H 2.7959 4.3568 -2.0659
H 5.2148 3.8942 -2.3803
H 6.0407 1.5708 -2.1719
H 4.4908 -0.2466 -1.6251
S 0.5604 -0.4639 3.6425
C 0.3600 -2.1271 3.9708
C 0.2716 -2.5095 5.3523
N 0.1889 -2.8154 6.4594
C 0.1905 -3.0726 2.9977
S 0.1217 -2.5860 1.2904
C -0.1126 -4.4270 3.2905
N -0.3525 -5.5382 3.4939
O 3.0458 -1.4831 2.2369
S 3.5385 -0.6201 1.1671
O 4.8878 -0.1373 1.2915
O 2.5477 0.5740 1.2096
O 3.2370 -1.2643 -0.1372
O 1.7426 3.3643 0.9575
C 1.2688 2.5453 1.7300
N 0.1410 1.8206 1.6165
C 3.6865 -0.2348 5.2491
S 4.2604 1.4537 5.5876
C 4.6226 2.0217 3.9681
C 3.7289 2.3873 3.0216
S 2.0148 2.2952 3.3624
S 4.4224 2.9320 1.5104
C 6.0767 2.7831 1.9674
S 7.3267 3.2010 0.9494
S 6.3017 2.1569 3.5412
H 3.0083 -0.5069 6.0571
H 4.5217 -0.9281 5.2029
H 3.1256 -0.2704 4.3200
```

## Properties
* net charge: -2
* maximum force: 2.54 eV/A
* total energy: -174492.606 eV
* Kohn-Sham gap (alpha / beta): 5.81 / 5.38 eV
* 2S+1: 2



# 2
This record from the Open Molecules 2025 dataset describes a 2-piece molecular cluster, C5H4Cl3N overall at a distorted geometry. The level of theory is wB97M-V/def2-TZVPD.

Geometry as XYZ:
```
13
C5H4Cl3N wB97M-V/def2-TZVPD
C 1.9543 -0.7671 0.0318
C 2.1100 0.6070 -0.0207
C 0.5595 -1.0030 0.0969
C 0.8329 1.1730 -0.0534
C -2.7683 -0.0016 -0.0602
N -0.0511 0.1640 -0.0219
Cl -3.1771 0.8936 -1.4546
Cl -2.8792 0.8187 1.4249
Cl -2.9101 -1.6964 -0.0004
H 2.8401 -1.3488 0.0020
H 2.9792 1.1220 -0.0977
H 0.1995 -2.0227 0.2235
H 0.3104 2.0614 -0.0700
```

## Properties
* net charge: 0
* maximum force: 3.47 eV/A
* total energy: -44302.800 eV
* Kohn-Sham gap (alpha / beta): 8.27 / 7.16 eV
* 2S+1: 3



# 3
This record from the Open Molecules 2025 dataset describes the molecule C4H9NO2. The level of theory is wB97M-V/def2-TZVPD.

Geometry as XYZ:
```
16
C4H9NO2 wB97M-V/def2-TZVPD
N 2.2095 -1.1967 1.4064
C 0.9166 -0.9096 1.0871
O 0.0179 -1.6599 1.4313
C 0.6456 0.3749 0.2838
C -0.8761 0.5744 0.1542
C -1.4639 0.3016 -1.2237
O -1.2520 1.4246 -2.0602
H 2.3607 -2.0285 1.9614
H 2.9882 -0.5992 1.1851
H 1.1231 1.2220 0.7954
H 1.1428 0.2864 -0.6941
H -1.3185 -0.1622 0.8456
H -1.1869 1.5900 0.4686
H -1.0103 -0.6042 -1.6627
H -2.5407 0.1062 -1.1076
H -1.7559 1.2801 -2.8705
```

## Properties
* net charge: 0
* structure (SMILES): NC(=O)CCCO
* maximum force: 0.56 eV/A
* total energy: -9879.339 eV
* Kohn-Sham gap: 10.80 eV



# 4
This record from the Open Molecules 2025 dataset describes a 2-piece molecular cluster, C33H31N2S3 overall at a distorted geometry. The level of theory is wB97M-V/def2-TZVPD.

Geometry as XYZ:
```
69
C33H31N2S3 wB97M-V/def2-TZVPD
C -4.2952 -5.1089 1.1981
C -4.1321 -4.4005 2.3907
C -3.2075 -3.3517 2.4769
C -2.4300 -3.0112 1.3631
C -1.4325 -1.8538 1.4628
C -2.0581 -0.5062 1.1234
C -1.5398 0.6488 1.7234
C -2.1192 1.8921 1.4767
C -3.1904 1.9991 0.5808
C -3.6529 0.8633 -0.0911
C -3.0997 -0.3937 0.1882
C -0.1639 -2.0720 0.5970
C 0.4594 -3.3787 1.0349
C 1.8583 -3.5498 0.4985
N 2.6182 -2.3600 0.8349
C 4.0171 -2.3487 0.9117
C 4.5011 -1.0718 1.1716
C 5.8698 -0.9041 1.3484
C 6.7118 -2.0161 1.2056
C 6.2059 -3.2738 0.9205
C 4.8277 -3.4802 0.7774
S 3.2168 0.1245 1.2380
C 2.0031 -1.1296 0.8417
N 0.7545 -0.8751 0.6824
C -2.5985 -3.7094 0.1607
C -3.5299 -4.7542 0.0844
H -5.0314 -5.9251 1.1316
H -4.7278 -4.6567 3.2589
H -3.0942 -2.7864 3.3992
H -1.1047 -1.8035 2.5218
H -0.6606 0.5563 2.3659
H -1.7193 2.7755 1.9726
H -3.6664 2.9659 0.4141
H -4.4480 0.9490 -0.8338
H -3.4567 -1.2854 -0.3351
H -0.4533 -2.0847 -0.4741
H 0.4842 -3.4299 2.1463
H -0.1821 -4.1825 0.6738
H 2.3056 -4.4198 0.9693
H 1.8484 -3.7163 -0.5913
H 6.2327 0.0795 1.5943
H 7.7848 -1.8794 1.3245
H 6.8738 -4.1225 0.8087
H 4.4008 -4.4615 0.5727
H -2.0301 -3.4302 -0.7297
H -3.6525 -5.2863 -0.8516
C -2.5092 2.5940 -4.7785
C -3.0020 2.9348 -3.5157
C -2.1484 3.3834 -2.5117
C -0.7482 3.3509 -2.7035
C 0.1795 3.6769 -1.5905
S 1.7552 4.0881 -2.1136
C 2.6450 4.8890 -0.7482
C 1.8488 5.9309 0.0224
C 0.7036 5.2828 0.7816
S -0.5560 4.4163 -0.2232
C -0.2706 3.1668 -4.0222
C -1.1443 2.7654 -5.0322
H -3.1684 2.2050 -5.5422
H -4.0655 2.8032 -3.2909
H -2.5641 3.7060 -1.5531
H 2.9900 4.0714 -0.1017
H 3.4994 5.3592 -1.2562
H 2.5308 6.4100 0.7557
H 1.4809 6.7230 -0.6448
H 1.0717 4.5386 1.5024
H 0.1198 6.0541 1.3044
H 0.7942 3.2928 -4.2544
H -0.7396 2.5230 -6.0227
```

## Properties
* net charge: +1
* maximum force: 3.26 eV/A
* total energy: -70203.815 eV
* Kohn-Sham gap: 4.60 eV



# 5
This record from the Open Molecules 2025 dataset describes a 2-piece molecular cluster, Cl2H2Si overall at a distorted geometry. The level of theory is wB97M-V/def2-TZVPD.

Geometry as XYZ:
```
5
Cl2H2Si wB97M-V/def2-TZVPD
Si -0.9493 0.1135 0.2240
Cl -2.7888 -0.7669 0.2277
Cl 2.9910 -0.7137 -0.0457
H 1.7013 -0.1596 -0.2530
H -0.9543 1.5267 -0.1530
```

## Properties
* net charge: 0
* maximum force: 2.83 eV/A
* total energy: -32953.947 eV
* Kohn-Sham gap: 7.60 eV



# 6
This record from the Open Molecules 2025 dataset describes the molecule C2H5N3O2S3 at a distorted geometry. The level of theory is wB97M-V/def2-TZVPD.

Geometry as XYZ:
```
15
C2H5N3O2S3 wB97M-V/def2-TZVPD
C 0.5771 -1.5879 -0.0590
C -0.4996 1.7939 0.1583
N 1.2466 -2.1947 0.9120
N -0.0269 -0.4147 0.4618
N -0.9091 0.3186 -0.1789
O 0.6399 2.0270 -0.6341
O -0.1868 1.9684 1.4956
S 0.6347 -2.0625 -1.6310
S -1.6919 0.5627 -1.7144
S -3.0129 -0.7496 -2.2756
H -1.3623 2.4130 -0.1187
H 1.0013 -1.8864 1.8936
H 2.1228 -2.5159 0.7210
H 1.1988 1.2422 -0.6633
H 0.2683 1.0857 1.6327
```

## Properties
* net charge: 0
* maximum force: 4.46 eV/A
* total energy: -43222.781 eV
* Kohn-Sham gap (alpha / beta): 6.94 / 6.67 eV